[1]
{"formula": "C3H8NOS", "method": "ωB97M-V with the def2-TZVPD basis set", "species": ["O", "C", "C", "C", "S", "N", "H", "H", "H", "H", "H", "H", "H", "H"], "coordinates": [[1.375, -2.081, -0.352], [0.998, -1.218, 0.500], [0.395, 0.060, 0.019], [-1.069, 0.281, 0.368], [-1.208, 0.367, 2.296], [0.374, 0.124, -1.505], [0.965, -1.452, 1.621], [1.044, 0.717, 0.538], [-1.295, 1.271, -0.128], [-1.880, -0.395, 0.052], [-1.103, 1.740, 2.278], [1.136, -0.407, -1.882], [-0.329, -0.150, -2.167], [0.597, 1.145, -1.639]], "fmax_ev_per_a": 5.65, "de_lowest_ev": 1.5787, "smiles": "[NH3+][C@H](C=O)CS", "charge": 1, "e_tot_ha": -646.966433, "e_homo_ev": -13.61}



[2]
{"formula": "C3H3O4Yb", "method": "ωB97M-V with the def2-TZVPD basis set", "species": ["C", "C", "O", "O", "H", "H", "Yb", "O", "O", "C", "H"], "coordinates": [[-0.880, -0.293, -0.088], [-2.024, -0.079, 0.893], [-2.665, -1.001, 1.328], [-0.854, 0.486, -1.122], [-0.768, -1.371, -0.321], [-2.363, 0.977, 0.994], [0.845, 1.449, -2.439], [2.347, 0.624, -0.866], [3.199, -0.355, 0.967], [2.364, -0.039, 0.187], [0.800, -0.399, 0.467]], "spin_multiplicity": 2, "fmax_ev_per_a": 3.83, "de_lowest_ev": 4.5602, "s2": 0.7870, "charge": 2, "e_tot_ha": -1574.948336, "e_homo_ev": [-18.59, -18.29]}



[3]
{"formula": "C12H27F2Hg3N2O16S2", "method": "ωB97M-V with the def2-TZVPD basis set", "species": ["Hg", "Hg", "Hg", "N", "S", "O", "O", "F", "S", "O", "O", "F", "C", "O", "O", "O", "C", "O", "O", "O", "C", "C", "O", "O", "H", "H", "H", "H", "H", "H", "C", "C", "O", "O", "H", "H", "H", "H", "H", "H", "C", "O", "C", "C", "N", "C", "C", "O", "C", "H", "H", "H", "H", "H", "H", "H", "H", "H", "H", "H", "H", "H", "H", "H"], "coordinates": [[-0.527, -3.869, 0.548], [-1.712, 2.157, 0.748], [-3.740, -0.770, 1.662], [-1.207, -5.846, 1.325], [-0.794, -7.305, 1.443], [-1.360, -8.293, 0.530], [-0.208, -7.837, 2.719], [0.661, -7.045, 0.719], [-2.732, -6.260, 1.997], [-2.974, -7.045, 3.226], [-3.670, -6.290, 0.909], [-2.919, -4.747, 2.549], [-0.956, -1.254, 1.316], [-1.360, -0.099, 1.618], [-1.766, -2.187, 1.546], [0.047, -1.483, 0.608], [-3.417, 0.974, -1.221], [-3.522, 0.509, -0.128], [-2.784, 2.022, -1.418], [-4.019, 0.603, -2.156], [2.579, -3.686, 1.153], [2.123, -4.303, 2.536], [0.729, -4.012, 2.733], [1.924, -4.248, 0.006], [3.659, -3.829, 1.104], [2.690, -2.601, 1.154], [2.797, -3.941, 3.312], [2.234, -5.382, 2.422], [0.501, -4.667, 3.397], [2.516, -4.216, -0.749], [2.355, 0.525, -1.459], [0.924, 1.015, -1.671], [0.146, 1.006, -0.508], [2.469, -0.891, -1.386], [2.867, 0.800, -0.536], [2.966, 0.786, -2.323], [0.457, 0.252, -2.294], [0.990, 1.955, -2.219], [0.101, 0.113, -0.157], [1.886, -1.210, -0.693], [0.310, 4.227, -4.344], [-0.432, 4.209, -3.134], [-1.086, 5.376, -2.791], [-1.787, 4.855, -1.547], [-0.835, 4.133, -0.673], [0.009, 5.035, 0.187], [1.169, 4.160, 0.807], [0.566, 2.951, 1.402], [1.386, 2.158, 2.244], [-0.177, 4.715, -5.188], [0.579, 3.187, -4.529], [1.307, 4.617, -4.139], [-1.897, 5.593, -3.485], [-0.317, 6.108, -2.545], [-2.647, 4.247, -1.828], [-2.139, 5.717, -0.980], [-0.319, 3.697, -1.423], [-0.568, 5.369, 1.050], [0.302, 5.848, -0.477], [1.733, 4.724, 1.550], [1.937, 3.845, 0.101], [0.808, 1.358, 2.707], [1.928, 2.682, 3.031], [2.215, 1.787, 1.640]], "spin_multiplicity": 2, "fmax_ev_per_a": 12.62, "s2": 0.7643, "charge": 0, "e_tot_ha": -3242.784130, "e_homo_ev": [-6.75, -6.90]}



[4]
{"formula": "C4H13N3", "method": "ωB97M-V with the def2-TZVPD basis set", "species": ["C", "N", "C", "C", "N", "C", "N", "H", "H", "H", "H", "H", "H", "H", "H", "H", "H", "H", "H", "H"], "coordinates": [[-1.269, -1.058, 0.662], [-0.347, 0.028, 1.170], [1.110, 0.106, 0.538], [2.006, 1.398, 0.673], [2.703, 1.738, -0.568], [-1.613, -0.892, -0.793], [-2.644, -1.867, -1.054], [-2.184, -0.949, 1.255], [-0.792, -2.012, 0.856], [-0.626, 1.046, 0.897], [0.925, 0.221, -0.562], [1.505, -0.827, 0.805], [1.349, 2.202, 0.967], [2.662, 1.203, 1.493], [3.763, 1.695, -0.602], [2.419, 2.645, -0.944], [-0.729, -1.259, -1.361], [-1.784, 0.057, -1.099], [-3.372, -1.667, -0.395], [-3.081, -1.807, -1.939]], "fmax_ev_per_a": 4.91, "de_lowest_ev": 2.2173, "smiles": "NCCNCCN", "charge": 0, "e_tot_ha": -324.393446, "e_homo_ev": -8.45}



[5]
{"formula": "C10H24ClIN2OPPtS", "method": "ωB97M-V with the def2-TZVPD basis set", "species": ["C", "I", "H", "H", "H", "Pt", "P", "C", "C", "H", "H", "H", "C", "H", "H", "H", "H", "H", "H", "C", "O", "Cl", "C", "N", "C", "C", "S", "N", "C", "C", "H", "H", "H", "H", "H", "H", "H", "H", "H", "H", "H", "H"], "coordinates": [[0.253, -2.110, -1.369], [-0.226, 2.807, -0.790], [-0.740, -2.563, -1.323], [0.885, -2.525, -0.580], [0.718, -2.348, -2.328], [0.010, 0.000, -1.128], [-0.177, 0.365, -3.457], [1.394, 0.847, -4.257], [-0.778, -1.054, -4.442], [-2.213, 1.635, -3.269], [-1.615, 1.599, -4.964], [-0.842, 2.660, -3.735], [-1.332, 1.699, -3.911], [-1.690, -1.440, -3.978], [-0.995, -0.735, -5.467], [1.249, 1.023, -5.327], [2.140, 0.060, -4.115], [-0.030, -1.850, -4.465], [1.750, 1.762, -3.775], [1.837, 0.227, -1.106], [2.990, 0.342, -1.095], [-2.370, -0.408, -1.167], [2.527, -0.163, 2.325], [1.318, -0.089, 3.149], [1.523, -0.109, 4.586], [0.010, 0.000, 2.492], [0.010, 0.000, 0.872], [-1.298, 0.088, 3.160], [-1.581, 0.113, 4.593], [-2.504, 0.161, 2.336], [3.462, -0.230, 2.920], [2.611, 0.749, 1.698], [2.490, -1.065, 1.678], [1.177, 0.848, 5.029], [1.044, -1.010, 5.023], [2.594, -0.185, 4.867], [-2.120, 1.052, 4.844], [-2.236, -0.747, 4.851], [-0.751, 0.062, 5.278], [-2.470, 1.063, 1.688], [-2.591, -0.754, 1.713], [-3.433, 0.229, 2.946]], "spin_multiplicity": 5, "fmax_ev_per_a": 8.56, "de_lowest_ev": 1.5687, "s2": 6.0319, "charge": 3, "e_tot_ha": -2195.580131, "e_homo_ev": [-17.29, -18.82]}



[6]
{"formula": "C8H24O4S4", "method": "ωB97M-V with the def2-TZVPD basis set", "species": ["C", "S", "O", "C", "H", "H", "H", "H", "H", "H", "C", "S", "O", "C", "H", "H", "H", "H", "H", "H", "C", "S", "O", "C", "H", "H", "H", "H", "H", "H", "C", "S", "O", "C", "H", "H", "H", "H", "H", "H"], "coordinates": [[-52.855, -6.357, -28.419], [-52.350, -5.072, -27.352], [-52.980, -3.878, -27.989], [-53.734, -5.512, -26.201], [-53.939, -6.342, -28.691], [-52.748, -7.362, -27.873], [-52.266, -6.284, -29.375], [-53.560, -6.477, -25.872], [-54.796, -5.210, -26.490], [-53.473, -4.809, -25.471], [-45.517, -11.468, -26.366], [-45.517, -11.439, -24.507], [-45.530, -9.995, -24.140], [-47.255, -11.909, -24.388], [-46.481, -10.880, -26.623], [-45.907, -12.495, -26.862], [-44.520, -11.258, -26.851], [-47.829, -11.320, -25.129], [-47.775, -11.855, -23.210], [-47.245, -12.960, -24.592], [-45.801, -5.984, -28.278], [-46.281, -4.262, -28.182], [-46.526, -4.006, -29.763], [-48.027, -4.737, -27.649], [-45.046, -5.921, -28.837], [-46.445, -6.807, -28.639], [-45.477, -6.199, -27.314], [-47.778, -5.082, -26.657], [-48.246, -5.201, -28.422], [-48.542, -3.632, -27.657], [-47.828, -8.615, -26.502], [-49.528, -8.190, -26.575], [-50.059, -8.427, -27.927], [-49.994, -9.632, -25.636], [-47.911, -9.492, -27.182], [-47.401, -8.828, -25.658], [-46.968, -7.889, -26.906], [-50.875, -9.583, -25.361], [-49.392, -9.784, -24.745], [-49.809, -10.478, -26.290]], "fmax_ev_per_a": 11.88, "de_lowest_ev": 6.2829, "charge": 0, "e_tot_ha": -2212.551338, "e_homo_ev": -8.98}



[7]
{"formula": "C32H42BN15O2SW", "method": "ωB97M-V with the def2-TZVPD basis set", "species": ["W", "C", "C", "C", "C", "N", "N", "B", "N", "C", "C", "C", "C", "N", "N", "C", "C", "C", "C", "N", "N", "C", "C", "C", "C", "N", "H", "H", "H", "H", "H", "H", "H", "H", "H", "H", "H", "H", "H", "H", "H", "H", "H", "H", "H", "H", "C", "C", "C", "C", "C", "C", "C", "S", "O", "O", "N", "C", "C", "C", "C", "C", "N", "H", "H", "H", "H", "H", "H", "H", "H", "H", "H", "H", "C", "N", "C", "C", "N", "N", "C", "N", "N", "H", "H", "H", "H", "H", "H", "H", "H", "H", "H", "H"], "coordinates": [[0.320, 0.951, 0.075], [2.712, 0.231, 2.767], [2.878, -0.432, 1.444], [3.824, -1.392, 1.123], [3.565, -1.746, -0.186], [2.524, -1.034, -0.632], [2.087, -0.209, 0.367], [2.057, -0.779, -2.090], [0.530, -0.949, -2.264], [-0.118, -1.749, -3.109], [-1.477, -1.625, -2.886], [-1.600, -0.714, -1.847], [-2.866, -0.235, -1.212], [-0.367, -0.302, -1.482], [2.322, 0.727, -2.307], [3.234, 1.357, -3.049], [2.918, 2.698, -3.088], [1.767, 2.828, -2.318], [0.975, 4.084, -2.161], [1.423, 1.623, -1.813], [2.743, -1.690, -3.071], [3.178, -1.510, -4.355], [3.542, -2.731, -4.841], [3.293, -3.650, -3.782], [3.495, -5.119, -3.762], [2.810, -2.999, -2.736], [3.681, 0.556, 3.144], [2.032, 1.079, 2.738], [2.319, -0.499, 3.481], [4.592, -1.787, 1.766], [4.065, -2.454, -0.821], [0.408, -2.351, -3.832], [-2.271, -2.133, -3.407], [-3.570, -1.063, -1.134], [-2.698, 0.174, -0.216], [-3.358, 0.515, -1.837], [4.065, 0.835, -3.494], [3.447, 3.474, -3.615], [1.095, 4.681, -3.062], [-0.081, 3.869, -2.032], [1.334, 4.689, -1.325], [3.171, -0.551, -4.845], [3.966, -2.956, -5.804], [4.141, -5.439, -4.576], [3.904, -5.445, -2.807], [2.537, -5.632, -3.876], [-5.029, -5.234, 3.494], [-3.847, -4.510, 2.942], [-2.562, -4.758, 3.442], [-1.457, -4.118, 2.915], [-1.645, -3.220, 1.869], [-2.906, -2.955, 1.347], [-4.001, -3.596, 1.890], [-0.224, -2.423, 1.200], [-0.021, -2.813, -0.152], [0.840, -2.522, 2.151], [-0.637, -0.744, 1.137], [-0.743, -0.125, 2.329], [-1.132, -0.670, 3.571], [-1.193, 0.169, 4.663], [-0.899, 1.518, 4.490], [-0.521, 1.980, 3.232], [-0.415, 1.185, 2.176], [-4.863, -5.551, 4.521], [-5.210, -6.141, 2.909], [-5.934, -4.634, 3.427], [-2.440, -5.462, 4.254], [-0.459, -4.304, 3.291], [-3.007, -2.261, 0.522], [-4.991, -3.403, 1.498], [-1.379, -1.719, 3.651], [-1.493, -0.209, 5.631], [-0.968, 2.203, 5.324], [-0.291, 3.024, 3.083], [-2.213, 5.907, -0.441], [-2.282, 4.443, -0.457], [-3.462, 3.861, -1.097], [-1.310, 3.646, -0.021], [-1.203, 2.384, -0.357], [-0.385, 4.233, 0.837], [0.916, 3.868, 1.094], [1.640, 4.788, 1.747], [1.399, 2.711, 0.733], [-2.814, 6.336, 0.364], [-2.604, 6.282, -1.385], [-1.185, 6.255, -0.365], [-4.260, 4.598, -1.076], [-3.801, 2.982, -0.549], [-3.274, 3.602, -2.143], [-1.876, 2.153, -1.079], [-0.677, 5.114, 1.231], [1.267, 5.681, 2.024], [2.614, 4.625, 1.951], [2.385, 2.627, 0.951]], "spin_multiplicity": 4, "fmax_ev_per_a": 2.25, "de_lowest_ev": 0.2824, "s2": 3.7869, "charge": 3, "e_tot_ha": -2705.849448, "e_homo_ev": [-15.04, -15.04]}



[8]
{"formula": "C6H10O", "method": "ωB97M-V with the def2-TZVPD basis set", "species": ["C", "O", "C", "C", "C", "C", "C", "H", "H", "H", "H", "H", "H", "H", "H", "H", "H"], "coordinates": [[0.302, -0.484, 2.897], [0.668, 0.641, 3.106], [-0.587, 1.010, 0.054], [0.549, 1.207, -0.607], [0.787, 0.151, -1.661], [-0.556, -0.617, -1.705], [-1.300, -0.244, -0.402], [-0.351, -1.038, 3.605], [0.583, -1.033, 1.975], [-1.212, -1.034, 0.357], [-0.949, 1.629, 0.871], [1.253, 2.013, -0.412], [1.044, 0.585, -2.635], [1.628, -0.500, -1.383], [-1.140, -0.273, -2.564], [-0.417, -1.697, -1.813], [-2.373, -0.094, -0.562]], "fmax_ev_per_a": 0.38, "de_lowest_ev": 1.0928, "smiles": "C1=CCCC1.C=O", "charge": 0, "e_tot_ha": -309.802212, "e_homo_ev": -9.10}



[9]
{"formula": "C35H43N11O2RbS3", "method": "ωB97M-V with the def2-TZVPD basis set", "species": ["Rb", "O", "C", "O", "C", "C", "C", "C", "C", "C", "S", "H", "H", "H", "H", "N", "C", "C", "C", "C", "C", "C", "S", "N", "C", "C", "C", "C", "C", "C", "N", "H", "H", "H", "H", "H", "H", "H", "H", "H", "C", "N", "C", "C", "N", "C", "C", "N", "C", "C", "N", "C", "N", "C", "C", "C", "N", "C", "H", "H", "H", "H", "H", "H", "H", "H", "H", "H", "H", "H", "H", "H", "H", "H", "H", "H", "H", "H", "H", "H", "H", "H", "C", "N", "C", "C", "N", "C", "S", "H", "H", "H", "H", "H", "H"], "coordinates": [[-0.145, 0.608, 0.130], [-1.436, 2.482, 1.673], [-2.445, 2.283, 0.958], [-3.059, 1.172, 0.904], [-3.014, 3.424, 0.145], [-4.196, 3.983, 0.616], [-4.803, 5.054, -0.024], [-4.208, 5.556, -1.176], [-3.044, 4.990, -1.662], [-2.402, 3.909, -1.031], [-0.963, 3.212, -1.753], [-4.656, 3.558, 1.503], [-5.721, 5.480, 0.363], [-4.658, 6.391, -1.703], [-2.589, 5.378, -2.566], [3.106, -2.791, 2.688], [3.582, -3.727, 1.749], [3.467, -5.083, 2.009], [3.954, -6.016, 1.103], [4.536, -5.590, -0.079], [4.623, -4.229, -0.352], [4.166, -3.295, 0.563], [4.327, -1.567, 0.240], [3.224, -0.864, 1.298], [2.798, -1.481, 2.321], [1.943, -0.751, 3.309], [2.066, -1.012, 4.668], [1.304, -0.258, 5.550], [0.457, 0.709, 5.049], [0.382, 0.885, 3.670], [1.117, 0.171, 2.821], [2.465, -3.180, 3.362], [2.991, -5.408, 2.928], [3.869, -7.072, 1.324], [4.918, -6.310, -0.792], [5.056, -3.884, -1.284], [2.763, -1.755, 5.031], [1.391, -0.424, 6.617], [-0.153, 1.323, 5.698], [-0.291, 1.611, 3.221], [2.125, -4.993, -2.973], [1.078, -4.798, -1.986], [0.831, -5.983, -1.172], [0.114, -5.411, 0.037], [0.720, -4.101, 0.138], [0.075, -3.154, 1.024], [1.073, -3.671, -1.142], [1.291, -2.449, -1.390], [1.518, -1.978, -2.737], [1.039, -0.540, -2.876], [-0.400, -0.473, -2.720], [-1.136, 0.081, -3.602], [-2.495, 0.284, -3.445], [-3.094, 0.272, -2.120], [-2.876, 1.405, -4.296], [-1.926, 1.232, -5.469], [-0.770, 0.579, -4.865], [0.018, -0.248, -5.762], [1.866, -5.864, -3.576], [3.095, -5.180, -2.499], [2.219, -4.143, -3.638], [1.782, -6.444, -0.868], [0.241, -6.720, -1.719], [0.275, -5.997, 0.944], [-0.968, -5.333, -0.141], [0.067, -3.551, 2.041], [-0.959, -2.951, 0.727], [0.622, -2.213, 1.014], [0.968, -2.573, -3.479], [2.589, -2.021, -2.983], [1.416, -0.125, -3.814], [1.522, 0.051, -2.088], [-2.691, -0.549, -1.531], [-4.171, 0.135, -2.222], [-2.897, 1.210, -1.600], [-2.690, 2.348, -3.768], [-3.925, 1.337, -4.588], [-1.654, 2.178, -5.940], [-2.367, 0.572, -6.230], [-0.582, -0.517, -6.639], [0.316, -1.174, -5.274], [0.917, 0.266, -6.112], [-2.347, -1.129, 6.608], [-2.638, -0.283, 5.479], [-3.038, 1.044, 5.553], [-3.177, 1.476, 4.281], [-2.880, 0.425, 3.452], [-2.534, -0.662, 4.172], [-2.036, -2.170, 3.594], [-3.225, -1.226, 7.249], [-1.520, -0.719, 7.191], [-2.067, -2.106, 6.222], [-3.178, 1.546, 6.494], [-3.439, 2.442, 3.886], [-2.864, 0.520, 2.399]], "fmax_ev_per_a": 0.43, "de_lowest_ev": 0.1283, "charge": -1, "e_tot_ha": -3331.130810, "e_homo_ev": -3.27}



[10]
{"formula": "C5H7CeO5", "method": "ωB97M-V with the def2-TZVPD basis set", "species": ["O", "C", "O", "O", "C", "C", "O", "C", "C", "O", "Ce", "H", "H", "H", "H", "H", "H", "H"], "coordinates": [[-1.900, -0.134, -0.857], [-2.127, -0.897, 0.097], [-3.045, -1.230, 0.779], [1.807, 0.998, -1.589], [2.672, 1.442, -0.678], [2.833, 0.633, 0.565], [1.504, 0.251, 0.982], [1.398, -0.865, 1.858], [-0.069, -1.258, 1.889], [-0.527, -1.309, 0.548], [0.225, 0.076, -1.003], [3.381, 2.237, -0.933], [3.340, 1.191, 1.365], [3.392, -0.310, 0.386], [1.755, -0.601, 2.864], [2.014, -1.692, 1.469], [-0.656, -0.507, 2.440], [-0.182, -2.233, 2.385]], "spin_multiplicity": 3, "fmax_ev_per_a": 5.16, "de_lowest_ev": 0.0000, "s2": 2.0044, "charge": 1, "e_tot_ha": -1045.769398, "e_homo_ev": [-11.65, -14.72]}